Record 1
{
  "formula": "C8H19NO",
  "method": "ωB97M-V with the def2-TZVPD basis set",
  "multiplicity": 2,
  "total_charge": 1,
  "gap_ha": [0.3661, 0.2032],
  "homo_ha": [-0.5009, -0.5008],
  "species": ["C", "C", "C", "C", "C", "O", "N", "H", "H", "H", "H", "H", "H", "H", "H", "H", "H", "H", "C", "C", "C", "H", "H", "H", "H", "H", "H", "H", "H"],
  "positions_angstrom": [[1.23, -0.06, 2.26], [-0.08, 0.72, 2.15], [3.29, -0.79, 1.17], [1.84, 0.87, -1.34], [1.87, 1.10, 0.14], [1.73, 2.24, 0.46], [1.97, -0.09, 1.02], [1.89, 0.27, 3.12], [1.10, -1.11, 2.67], [0.12, 1.72, 2.54], [-0.88, 0.14, 2.64], [3.23, -1.69, 1.83], [2.80, 0.77, -1.85], [-0.43, 0.69, 1.12], [3.59, -1.09, 0.17], [3.94, -0.03, 1.59], [1.21, -0.05, -1.56], [1.45, 1.71, -1.89], [-2.12, -0.38, -1.61], [-2.55, -1.78, -1.15], [-3.31, 0.55, -1.71], [-1.54, -0.01, -0.77], [-1.62, -0.20, -2.56], [-1.60, -2.27, -1.00], [-3.25, -2.25, -1.84], [-4.03, 0.25, -2.48], [-3.67, 0.96, -0.77], [-3.14, -1.79, -0.23], [-3.04, 1.59, -2.10]]
}



Record 2
{
  "formula": "C4H9NO2S2",
  "method": "ωB97M-V with the def2-TZVPD basis set",
  "multiplicity": 3,
  "gap_ha": [0.2810, 0.2095],
  "homo_ha": [-0.2581, -0.3311],
  "species": ["C", "C", "C", "C", "N", "O", "O", "S", "S", "H", "H", "H", "H", "H", "H", "H", "H", "H"],
  "positions_angstrom": [[0.69, 0.01, -0.60], [-1.23, 2.09, -1.58], [0.39, -1.66, 2.58], [-0.41, 0.25, 0.37], [-1.54, -0.59, 0.06], [-1.68, -0.86, -1.11], [-2.35, -0.90, 0.90], [-1.11, 1.92, 0.29], [-0.01, 0.02, 2.24], [0.76, -1.04, -0.53], [1.54, 0.42, -0.20], [0.42, 0.24, -1.67], [-1.77, 3.16, -1.49], [-2.10, 1.42, -1.88], [-0.30, 2.04, -2.17], [-0.36, -2.39, 1.99], [0.21, -1.65, 3.62], [1.35, -2.09, 2.45]]
}



Record 3
{
  "formula": "C3H4N2S",
  "method": "ωB97M-V with the def2-TZVPD basis set",
  "multiplicity": 3,
  "gap_ha": [0.3398, 0.2434],
  "homo_ha": [-0.3197, -0.3271],
  "species": ["C", "C", "C", "N", "N", "S", "H", "H", "H", "H"],
  "positions_angstrom": [[-0.14, -0.42, -0.53], [-0.93, -1.55, -0.19], [0.15, 0.54, 0.47], [-1.62, -1.90, 0.77], [0.91, 1.61, 0.02], [-0.54, 0.69, 1.97], [0.12, -0.39, -1.52], [-0.98, -2.11, -1.16], [1.67, 1.42, -0.59], [1.36, 2.11, 0.75]]
}



Record 4
{
  "formula": "C9H18ClFeN2O2Se",
  "method": "ωB97M-V with the def2-TZVPD basis set",
  "multiplicity": 6,
  "total_charge": 2,
  "gap_ha": [0.3532, 0.2451],
  "homo_ha": [-0.5448, -0.5500],
  "species": ["Fe", "C", "O", "C", "C", "O", "C", "H", "H", "H", "H", "H", "H", "H", "H", "H", "H", "Cl", "C", "N", "C", "C", "N", "C", "C", "Se", "H", "H", "H", "H", "H", "H", "H", "H"],
  "positions_angstrom": [[0.09, 2.89, 0.07], [3.20, 2.97, 0.33], [1.98, 3.66, -0.05], [1.98, 5.06, 0.34], [0.83, 5.70, -0.38], [-0.32, 4.85, -0.17], [-1.58, 5.45, -0.59], [4.04, 3.42, -0.20], [3.08, 1.93, 0.02], [3.34, 3.03, 1.40], [2.92, 5.52, 0.03], [1.88, 5.12, 1.42], [1.01, 5.79, -1.45], [0.62, 6.69, 0.04], [-1.72, 6.38, -0.04], [-2.37, 4.75, -0.34], [-1.55, 5.64, -1.67], [-0.75, 1.14, 0.98], [-1.43, -4.36, 2.42], [-1.27, -4.94, 1.08], [-1.43, -6.25, 0.77], [-1.18, -6.38, -0.57], [-0.86, -5.16, -1.05], [-0.50, -4.86, -2.43], [-0.91, -4.25, -0.04], [-0.55, -2.46, -0.15], [-1.92, -5.10, 3.04], [-2.03, -3.47, 2.35], [-0.45, -4.12, 2.83], [-1.72, -6.98, 1.50], [-1.20, -7.26, -1.19], [-0.68, -5.75, -3.03], [0.55, -4.59, -2.49], [-1.11, -4.04, -2.80]]
}



Record 5
{
  "formula": "C6H7ClN2O",
  "method": "ωB97M-V with the def2-TZVPD basis set",
  "multiplicity": 1,
  "smiles": "[H]/N=C(\\Cl)c1occc1NC",
  "gap_ha": 0.3168,
  "homo_ha": -0.2829,
  "species": ["H", "N", "C", "Cl", "C", "O", "C", "C", "C", "N", "C", "H", "H", "H", "H", "H", "H"],
  "positions_angstrom": [[3.27, -0.28, 1.89], [2.39, -0.25, 1.38], [2.44, 0.17, 0.21], [3.80, 0.69, -0.72], [0.99, 0.22, -0.67], [1.03, 0.68, -1.94], [-0.25, 0.80, -2.33], [-1.11, 0.44, -1.34], [-0.30, 0.07, -0.21], [-0.68, -0.26, 1.05], [-1.99, -0.74, 1.37], [-0.43, 1.14, -3.33], [-2.18, 0.46, -1.39], [0.08, -0.56, 1.64], [-2.23, -0.48, 2.40], [-2.73, -0.27, 0.72], [-2.09, -1.83, 1.26]]
}



Record 6
{
  "formula": "C4H6O2",
  "method": "ωB97M-V with the def2-TZVPD basis set",
  "multiplicity": 1,
  "smiles": "O=C/C=C/CO",
  "gap_ha": 0.3685,
  "homo_ha": -0.3722,
  "species": ["O", "C", "C", "C", "C", "O", "H", "H", "H", "H", "H", "H"],
  "positions_angstrom": [[2.39, -0.16, 1.53], [2.19, 0.31, 0.43], [0.85, 0.47, -0.17], [-0.25, 0.03, 0.45], [-1.62, 0.03, -0.16], [-1.96, -1.29, -0.56], [3.04, 0.65, -0.20], [0.79, 0.94, -1.16], [-0.13, -0.44, 1.43], [-2.38, 0.32, 0.56], [-1.66, 0.73, -1.01], [-1.27, -1.59, -1.16]]
}